Record 1
6 unconnected molecules or ions with the total composition C39H88INO8P3. Source: the Open Molecules 2025 dataset; level of theory: the ωB97M-V functional and the def2-TZVPD basis.

Structure (XYZ):
```
140
Properties=species:S:1:pos:R:3:lowdin_charge:R:1
C 0.7112 4.4483 3.8601 0.101
C 0.1127 5.2426 3.1823 -0.144
C -0.9166 5.9490 2.4098 -0.204
C -1.4868 5.1252 1.2309 -0.188
C -2.6769 4.1966 1.5792 -0.125
C -2.4478 2.6863 1.5218 -0.489
C -1.7334 2.2662 2.8859 -0.125
O -2.5779 1.4936 3.7397 -0.126
N -2.9451 2.2802 4.8517 -0.032
O -4.0331 2.0477 5.1997 0.068
O -3.6674 1.9978 1.4815 -0.270
P -3.4823 0.3817 0.8443 0.489
C -4.7099 0.8423 -0.5152 -0.220
P -5.0883 -0.6433 2.0473 0.401
O -5.9516 -1.4893 1.1864 -0.375
O -5.9976 0.3565 2.9630 -0.197
O -4.3478 -1.6007 3.1454 -0.210
O -2.0162 0.8662 -0.0158 -0.466
C -1.6418 2.1675 0.2894 -0.533
P -1.9508 3.1148 -1.3313 0.566
O -0.6648 4.1384 -1.5260 -0.422
I -1.5162 1.3398 -2.9852 0.409
H 1.3313 3.9725 4.5825 0.031
H -1.7011 6.3173 3.0709 0.117
H -0.4074 6.8076 1.9596 0.108
H -1.8603 5.8564 0.5131 0.103
H -0.6523 4.6087 0.7684 0.088
H -3.0545 4.4890 2.5617 0.118
H -3.4955 4.4023 0.8836 0.111
H -0.8147 1.7101 2.6929 0.122
H -1.4817 3.1597 3.4528 0.076
H -3.3423 -0.9168 0.2371 -0.007
H -2.5839 0.0211 1.9380 0.011
H -5.6204 1.2228 -0.0460 0.031
H -4.3422 1.6343 -1.1699 -0.012
H -4.9830 -0.0390 -1.0940 0.031
H -6.1864 -0.0990 3.7937 0.054
H -3.3949 -1.4349 3.1187 0.033
H -0.5699 2.2245 0.5436 0.120
H -0.9621 4.9013 -2.0312 0.015
C -2.7028 -3.5176 -1.9679 -0.101
C -2.0691 -4.1454 -0.7295 -0.259
C -1.1617 -3.1825 0.0339 -0.217
C 0.0447 -2.6748 -0.7549 -0.216
C 0.9742 -3.7614 -1.2877 -0.274
C 1.6252 -4.6024 -0.1945 -0.113
H -1.9490 -3.2176 -2.7001 0.058
H -3.3741 -4.2256 -2.4589 0.067
H -3.2851 -2.6355 -1.6960 0.069
H -1.5155 -5.0479 -1.0147 0.088
H -2.8647 -4.4747 -0.0566 0.107
H -0.8213 -3.6693 0.9546 0.100
H -1.7516 -2.3186 0.3513 0.081
H 0.6169 -1.9986 -0.1115 0.112
H -0.3013 -2.0645 -1.5928 0.093
H 1.7631 -3.2839 -1.8773 0.102
H 0.4295 -4.4142 -1.9772 0.078
H 2.2059 -3.9761 0.4870 0.076
H 2.3021 -5.3424 -0.6287 0.063
H 0.8803 -5.1443 0.3906 0.051
C -0.5045 -8.7356 -6.7128 -0.115
C 0.6875 -7.9687 -6.1476 -0.273
C 0.4158 -7.3437 -4.7803 -0.229
C -0.7014 -6.2993 -4.7587 -0.224
C -0.4998 -5.1193 -5.7081 -0.263
C 0.7449 -4.2970 -5.3906 -0.101
H -1.3617 -8.0821 -6.8804 0.065
H -0.2507 -9.1946 -7.6700 0.066
H -0.8124 -9.5320 -6.0317 0.073
H 0.9986 -7.1994 -6.8596 0.097
H 1.5337 -8.6550 -6.0517 0.101
H 1.3409 -6.8958 -4.4063 0.100
H 0.1611 -8.1384 -4.0715 0.109
H -0.7989 -5.9179 -3.7370 0.098
H -1.6566 -6.7800 -4.9888 0.102
H -1.3771 -4.4713 -5.6383 0.105
H -0.4581 -5.4651 -6.7454 0.096
H 0.7047 -3.9122 -4.3697 0.059
H 0.8267 -3.4422 -6.0638 0.070
H 1.6596 -4.8838 -5.4950 0.066
C 0.7063 -7.1479 2.9214 -0.111
C 1.7058 -8.0918 3.5825 -0.270
C 3.0363 -8.1788 2.8360 -0.230
C 2.9385 -8.7186 1.4081 -0.229
C 2.3141 -10.1073 1.2858 -0.270
C 3.1049 -11.1957 2.0060 -0.115
H 0.4354 -7.4857 1.9200 0.065
H -0.2124 -7.0848 3.5057 0.072
H 1.1214 -6.1414 2.8403 0.072
H 1.2609 -9.0859 3.6838 0.097
H 1.9034 -7.7425 4.5995 0.103
H 3.7285 -8.7973 3.4154 0.098
H 3.4867 -7.1820 2.7976 0.109
H 3.9448 -8.7428 0.9768 0.109
H 2.3673 -8.0184 0.7926 0.095
H 2.2495 -10.3636 0.2249 0.103
H 1.2864 -10.0938 1.6584 0.098
H 4.1266 -11.2512 1.6239 0.073
H 2.6403 -12.1723 1.8602 0.066
H 3.1542 -11.0144 3.0808 0.063
C 1.3484 7.9934 5.7026 -0.102
C 2.8697 7.8735 5.6794 -0.264
C 3.3745 6.4794 6.0458 -0.226
C 3.0159 6.0139 7.4580 -0.229
C 3.5042 6.9269 8.5813 -0.272
C 5.0233 7.0565 8.6426 -0.115
H 0.9436 7.8180 6.7008 0.067
H 1.0397 8.9942 5.3949 0.069
H 0.8930 7.2749 5.0192 0.053
H 3.3075 8.6234 6.3451 0.095
H 3.2266 8.1135 4.6743 0.104
H 4.4604 6.4501 5.9154 0.101
H 2.9684 5.7599 5.3293 0.089
H 3.4322 5.0126 7.6091 0.109
H 1.9313 5.9015 7.5400 0.102
H 3.1473 6.5238 9.5329 0.103
H 3.0555 7.9193 8.4837 0.097
H 5.4916 6.0789 8.7757 0.073
H 5.3245 7.6879 9.4802 0.066
H 5.4270 7.5047 7.7335 0.064
C 1.9822 9.0148 -5.9543 -0.115
C 1.7258 7.5899 -6.4362 -0.271
C 0.3965 7.4259 -7.1709 -0.232
C -0.8454 7.7298 -6.3311 -0.232
C -0.9792 6.8961 -5.0580 -0.271
C -1.1040 5.3974 -5.3196 -0.097
H 1.2331 9.3369 -5.2295 0.064
H 2.9576 9.0893 -5.4710 0.067
H 1.9696 9.7167 -6.7912 0.072
H 1.7762 6.9018 -5.5884 0.099
H 2.5325 7.2971 -7.1136 0.103
H 0.3323 6.4067 -7.5614 0.101
H 0.3920 8.0828 -8.0472 0.107
H -1.7318 7.5711 -6.9533 0.109
H -0.8547 8.7906 -6.0637 0.099
H -1.8686 7.2343 -4.5187 0.104
H -0.1300 7.0830 -4.3935 0.097
H -1.9687 5.1832 -5.9504 0.081
H -1.2317 4.8514 -4.3846 0.041
H -0.2153 4.9970 -5.8088 0.071
```

The maximum force comes out at 1.448 eV Å⁻¹. Its highest occupied orbital energy is -4.92 eV. As for the charge: -1. Its HOMO-LUMO gap is 7.06 eV. The calculation puts the energy above the lowest of the compared OMol25 structures with the same formula, charge and spin at 0.000 eV. The value obtained for the molar mass is 919.0 g mol⁻¹.


Record 2
7 unconnected molecules or ions with the total composition C39H89N3O7. Source: the Open Molecules 2025 dataset; level of theory: the ωB97M-V functional and the def2-TZVPD basis.

Structure (XYZ):
```
138
Properties=species:S:1:pos:R:3:lowdin_spin:R:1
C -0.4790 -1.0963 5.2329 0.000
C 1.0755 -1.0937 5.2727 0.000
C 1.7875 0.0533 6.0531 0.000
O 1.4557 -2.2351 5.9253 0.000
H -0.9316 -0.4007 4.5263 0.000
H -0.9733 -1.1373 6.2035 0.000
H -0.7000 -2.0625 4.7793 0.000
H 1.4242 -1.1233 4.2404 0.000
H 1.4267 0.0817 7.0813 0.000
H 1.6863 1.0679 5.6678 0.000
H 2.8418 -0.1537 6.2370 0.000
H 1.1010 -2.2015 6.8167 0.000
C 3.1997 4.6678 5.4974 0.000
C 2.0155 4.6063 4.5054 0.000
C 1.0993 5.7402 4.7410 0.000
O 2.5674 4.9256 3.2300 0.000
H 3.7110 5.5908 5.7708 0.000
H 3.9912 4.0569 5.0632 0.000
H 3.0418 4.1648 6.4514 0.000
H 1.6127 3.5976 4.5975 0.000
H 0.2712 5.8215 4.0369 0.000
H 1.5186 6.7272 4.9361 0.000
H 0.5981 5.4208 5.6547 0.000
H 3.3769 5.4163 3.3897 0.000
C 4.7830 2.6520 -1.8048 0.000
C 6.0380 1.8823 -2.3478 0.000
C 5.6925 0.8863 -3.5214 0.000
O 7.0685 2.7014 -2.8122 0.000
H 5.1398 3.1635 -0.9108 0.000
H 4.0064 2.0031 -1.3999 0.000
H 4.3205 3.3420 -2.5105 0.000
H 6.5729 1.4233 -1.5163 0.000
H 6.5968 0.2858 -3.6197 0.000
H 5.4517 1.0022 -4.5781 0.000
H 5.0814 0.0514 -3.1786 0.000
H 6.7216 2.9877 -3.6604 0.000
C -2.8629 6.6057 -3.1887 0.000
C -1.8953 6.8132 -4.3340 0.000
C -0.9657 8.0869 -4.1266 0.000
O -1.0181 5.7395 -4.1604 0.000
H -3.4362 5.6810 -3.2547 0.000
H -3.7058 7.2795 -3.0348 0.000
H -2.2445 6.3464 -2.3293 0.000
H -2.3853 6.9322 -5.3003 0.000
H -0.8362 8.5739 -5.0932 0.000
H -0.0564 7.9016 -3.5549 0.000
H -1.4743 8.7271 -3.4058 0.000
H -0.5026 5.9138 -3.3695 0.000
C 0.2412 0.1231 0.3986 0.045
C 0.1229 1.6240 0.8835 0.041
C 1.3624 2.3617 0.2840 0.001
C 1.3093 2.5791 -1.2512 0.002
C -0.2073 2.8901 -1.7140 0.006
C -1.4148 3.0910 -0.7798 0.048
N -1.1501 2.1130 0.2820 0.647
O -2.2834 1.5988 0.9711 0.087
C -1.5528 4.4395 -0.0743 0.057
C -2.7173 2.7841 -1.6604 0.015
C 0.2231 1.7871 2.3943 0.017
H -0.5513 -0.4796 0.8422 0.001
H 1.1558 -0.3357 0.7743 0.006
H 0.2221 0.0496 -0.6887 0.000
H 1.6028 3.3673 0.6292 0.000
H 2.1992 1.7205 0.5611 0.000
H 1.6616 1.7384 -1.8489 0.000
H 1.9788 3.3439 -1.6447 0.000
H -0.4756 2.2638 -2.5648 0.000
H 0.0045 3.8761 -2.1276 0.000
H -2.5136 4.6783 0.3817 0.002
H -0.9036 4.6177 0.7829 0.000
H -1.3306 5.1105 -0.9041 0.008
H -3.5881 2.6257 -1.0242 0.000
H -2.8466 3.6741 -2.2762 0.001
H -2.5455 1.8821 -2.2478 0.000
H 1.0502 1.1481 2.7037 0.001
H -0.4625 1.2218 3.0255 0.000
H 0.2997 2.7705 2.8582 0.000
H -2.2186 1.9935 1.8439 0.012
C -2.1216 -0.5911 -4.2902 0.000
C -1.5804 -1.7299 -3.4673 0.000
C -1.4717 -1.2392 -2.0223 0.001
C -2.7821 -1.3344 -1.2245 0.000
C -3.4847 -2.6952 -1.3042 0.000
C -3.6072 -3.1153 -2.7244 0.000
N -2.3720 -3.0133 -3.5053 0.000
O -2.5095 -3.5866 -4.7427 0.000
C -4.0952 -4.6094 -2.6622 0.000
C -4.7626 -2.2410 -3.4060 0.000
C -0.0592 -2.1615 -3.8801 0.000
H -2.2024 -1.0358 -5.2821 0.000
H -1.3457 0.1729 -4.3378 0.000
H -3.0774 -0.2196 -3.9208 0.000
H -0.6751 -1.7831 -1.5147 0.000
H -1.2006 -0.1873 -2.1125 0.001
H -3.3119 -0.5042 -1.6916 0.000
H -2.6368 -1.0476 -0.1830 0.000
H -4.4382 -2.5420 -0.7987 0.000
H -2.9457 -3.4225 -0.6971 0.000
H -4.4454 -4.7190 -3.6886 0.000
H -3.2513 -5.2693 -2.4609 0.000
H -4.8608 -4.8315 -1.9188 0.000
H -4.6992 -2.2545 -4.4941 0.000
H -5.6917 -2.7164 -3.0919 0.000
H -4.8461 -1.1938 -3.1151 0.000
H 0.1131 -2.3000 -4.9474 0.000
H 0.1061 -3.1468 -3.4441 0.000
H 0.7349 -1.5414 -3.4641 0.000
H -1.7833 -4.1961 -4.5918 0.000
C -0.8178 -5.3492 3.8612 0.000
C -0.2027 -4.8950 2.4998 0.000
C 1.3742 -4.8845 2.8528 0.000
C 2.2938 -4.8261 1.6104 0.000
C 1.9500 -6.0439 0.6870 0.000
C 0.4598 -6.0295 0.2952 0.000
N -0.4484 -5.8243 1.4552 0.000
O -1.7982 -5.8511 1.0345 0.000
C 0.3441 -4.9793 -0.8024 0.000
C 0.2012 -7.4856 -0.2832 0.000
C -0.6963 -3.4545 2.1545 0.000
H -1.8900 -5.4599 3.6990 0.000
H -0.4511 -6.2835 4.2862 0.000
H -0.6587 -4.4946 4.5188 0.000
H 1.5612 -3.9947 3.4539 0.000
H 1.6218 -5.7411 3.4797 0.000
H 2.0958 -3.8658 1.1341 0.000
H 3.3240 -4.7014 1.9439 0.000
H 2.0976 -6.9523 1.2711 0.000
H 2.6215 -5.9481 -0.1662 0.000
H 1.0043 -4.1193 -0.6900 0.000
H -0.6791 -4.6057 -0.8433 0.000
H 0.5868 -5.5087 -1.7237 0.000
H -0.8009 -7.3565 -0.6921 0.000
H 0.1452 -8.2875 0.4529 0.000
H 1.0679 -7.7926 -0.8686 0.000
H -1.7786 -3.4284 2.2811 0.000
H -0.2872 -2.5794 2.6595 0.000
H -0.4831 -3.2793 1.1000 0.000
H -1.9334 -4.9981 0.6153 0.000
```

The maximum force comes out at 4.078 eV Å⁻¹. Its expectation value of S² is 0.755. Its highest occupied orbital energy (spin up / spin down) is -10.09 / -10.09 eV. As for the charge: +1. Its HOMO-LUMO gap (spin up / spin down) is 7.60 / 4.16 eV. The calculation puts the energy above the lowest of the compared OMol25 structures with the same formula, charge and spin at 2.837 eV. As for the multiplicity: 2. The value obtained for the molar mass is 712.2 g mol⁻¹.


> Number 2 is which compound?

C39H89N3O7